{
  "formula": "C7H14PS",
  "method": "ωB97M-V/def2-TZVPD",
  "total_charge": 1,
  "fmax_ha_per_bohr": 0.09732,
  "e_above_lowest_kcal_mol": 31.3,
  "orbital_gap_ev": [5.97, 5.21],
  "e_lumo_ev": [-6.26, -6.83],
  "species": ["C", "C", "C", "C", "C", "C", "C", "P", "S", "H", "H", "H", "H", "H", "H", "H", "H", "H", "H", "H", "H", "H", "H"],
  "xyz": [[-1.9808, 0.3094, 0.4033], [-2.1581, 0.5535, 1.9199], [1.8265, 0.0072, -2.0586], [-0.5651, 0.7534, 0.0581], [-1.4804, -0.3871, 2.7724], [2.0917, 0.4847, -0.6681], [1.9023, -1.5024, -1.9692], [0.9111, -0.2152, 0.5372], [0.7338, -1.9868, -0.5621], [-2.1802, -0.7325, 0.1005], [-2.6326, 0.9647, -0.2844], [-1.8979, 1.5813, 2.2066], [-3.2787, 0.2896, 2.2944], [0.8094, 0.3807, -2.3408], [2.6153, 0.4585, -2.6162], [-0.5180, 0.6601, -1.1709], [-0.6595, 1.7977, 0.1563], [-1.2114, 0.0026, 3.7452], [-1.4606, -1.4347, 2.7788], [3.1246, 0.3115, -0.2796], [1.9006, 1.6080, -0.5377], [1.2631, -1.9666, -2.7074], [2.8450, -1.9375, -1.7779]],
  "atomic_forces_ev_per_a": [[-0.656, 0.170, -1.235], [-1.019, -0.949, -0.133], [-0.583, -0.249, 0.916], [-0.848, -1.361, -4.740], [-0.263, 1.935, 0.944], [0.716, 2.961, 2.333], [-3.032, 0.358, 0.283], [-0.895, -0.223, 0.498], [0.239, -0.128, 0.351], [0.054, 0.294, 0.384], [0.512, -0.968, 1.607], [-0.440, -0.260, 0.016], [1.816, 0.496, -0.631], [1.124, -0.544, -0.369], [0.335, 0.101, -1.134], [-0.333, 0.218, 3.000], [1.153, 1.543, 0.683], [0.506, 0.113, 0.110], [-0.063, -1.493, -0.920], [-0.685, -0.032, -0.559], [0.537, -1.282, -0.391], [0.864, -0.310, -0.899], [0.960, -0.391, -0.114]],
  "nbo_charge": [-0.41, -0.54, -0.43, -0.77, 0.11, -0.70, -0.45, 0.78, -0.09, 0.24, 0.26, 0.26, 0.35, 0.22, 0.25, 0.25, 0.25, 0.21, 0.22, 0.26, 0.25, 0.25, 0.24]
}